1.
Here is a 2-piece molecular cluster, C2H4O2 overall in a non-equilibrium geometry from the Open Molecules 2025 dataset. Energies are from ωB97M-V/def2-TZVPD.

The HOMO energy (spin up / spin down) is -16.400 / -14.361 eV. The net charge is +1. As for the lowest unoccupied orbital energy (spin up / spin down): -6.0 / -11.0 eV. The value obtained for the orbital gap (spin up / spin down) is 10.4 / 3.4 eV. The multiplicity is 2. The value obtained for the energy relative to the best compared isomer or geometry (same formula, charge and spin) is 59.5 kcal/mol.

XYZ file:
```
8
Properties=species:S:1:pos:R:3:forces:R:3
O 1.381138 -1.051515 -1.088541 0.3 0.7 -0.2
C 0.395122 -1.659103 -0.855968 -0.6 -1.1 0.5
H 0.398559 -2.586910 -0.255974 0.3 -0.2 0.1
H -0.636375 -1.411501 -1.167182 -0.1 0.6 -0.4
O -0.392026 2.802677 1.224533 0.3 0.1 0.1
C -0.361603 1.690353 0.843650 -0.4 -0.6 -0.2
H -1.034127 1.357019 0.012428 0.0 0.1 -0.1
H 0.249312 0.858980 1.287054 0.2 0.4 0.1
```
Positions in Å, forces in eV/Å.

***

2.
Here is C2H4O2P as an isolated structure in a non-equilibrium geometry from the Open Molecules 2025 dataset. Energies are from ωB97M-V/def2-TZVPD.

The HOMO energy is -2.895 eV. The net charge is -1. As for the lowest unoccupied orbital energy: 4.5 eV. The value obtained for the orbital gap is 7.4 eV. The multiplicity is 1. The value obtained for the energy relative to the best compared isomer or geometry (same formula, charge and spin) is 71.6 kcal/mol.

XYZ file:
```
9
Properties=species:S:1:pos:R:3:forces:R:3
C -0.606138 -1.024810 0.261181 -0.7 2.1 -1.0
C -0.177826 1.104036 -0.120886 -1.5 -4.0 -0.7
O 2.489754 0.619608 -0.489543 2.3 0.6 -1.6
O 0.536179 -1.298606 -0.358997 0.6 0.1 0.8
P 1.391501 0.246376 0.396381 -2.2 -0.3 0.8
H -0.788780 -1.245905 1.327898 0.4 0.1 -0.3
H -1.482231 -1.134069 -0.395795 0.0 -0.1 0.5
H -0.796816 0.798582 -1.047127 1.4 1.0 1.1
H -0.565646 1.934786 0.426885 -0.3 0.6 0.4
```
Positions in Å, forces in eV/Å.

***

Which of these has the highest energy relative to the best compared isomer or geometry (same formula, charge and spin)? C2H4O2P

***

The highest net charge belongs to which entry? C2H4O2

***

Which of these has the highest net charge? C2H4O2